No. 1
The following is a quantum chemistry calculation of a 7-piece molecular cluster, C30H76BrNO8P overall, from the Open Molecules 2025 dataset.

Each atom is followed by the atoms it is bonded to, with distances in Å.
Element x y z (Å)
1 C -4.70117 0.08440 0.24692  C2 1.519, H12 1.091, H13 1.091, H14 1.091
2 C -3.94305 0.74114 -0.89349  C1 1.519, Br3 1.965, C4 1.526, H15 1.090
3 Br -5.22074 1.61455 -2.10369  C2 1.965
4 C -3.01922 -0.18332 -1.68182  C2 1.526, C5 1.518, H16 1.095, H17 1.096
5 C -1.85563 0.57028 -2.30091  C4 1.518, C6 1.510, O11 1.400, H18 1.108
6 C -1.17412 -0.03396 -3.50480  C5 1.510, O7 1.399, H19 1.107, H20 1.095
7 O -0.20747 0.91946 -3.84122  C6 1.399, P8 1.803
8 P 0.54657 1.55455 -2.33184  O7 1.803, C9 1.895, O11 1.816, H21 1.456, H22 1.461, H23 1.450
9 C 1.91972 2.43709 -3.29405  P8 1.895, N10 1.462, H24 1.095, H25 1.091
10 N 1.66334 3.84933 -3.57419  C9 1.462, H26 1.014, H27 1.014
11 O -0.80563 0.78011 -1.39968  C5 1.400, P8 1.816
12 H -5.53142 -0.52076 -0.12090  C1 1.091
13 H -4.01070 -0.54753 0.80757  C1 1.091
14 H -5.10158 0.84051 0.92426  C1 1.091
15 H -3.34238 1.56288 -0.50419  C2 1.090
16 H -3.57817 -0.72212 -2.45338  C4 1.095
17 H -2.63593 -0.93012 -0.97718  C4 1.096
18 H -2.23614 1.55283 -2.64526  C5 1.108
19 H -0.65940 -0.95112 -3.16027  C6 1.107
20 H -1.82534 -0.31563 -4.33932  C6 1.095
21 H 1.31117 0.31547 -2.29932  P8 1.456
22 H 1.13537 1.93231 -1.04953  P8 1.461
23 H -0.27947 2.74533 -2.38867  P8 1.450
24 H 2.80750 2.37324 -2.65547  C9 1.095
25 H 2.13272 1.92758 -4.23537  C9 1.091
26 H 0.78110 3.94084 -4.06573  N10 1.014
27 H 1.57847 4.36829 -2.70703  N10 1.014
28 C 0.16364 0.49299 1.96723  C29 1.513, H33 1.092, H34 1.090, H35 1.094
29 C -1.34292 0.48898 1.82747  C28 1.513, O30 1.429, H36 1.087, H37 1.098
30 O -1.95135 -0.74547 2.21402  C29 1.429, C31 1.412
31 C -1.74226 -1.13800 3.55422  O30 1.412, C32 1.521, H38 1.097, H39 1.093
32 C -2.27980 -0.15678 4.58395  C31 1.521, H40 1.090, H41 1.092, H42 1.092
33 H 0.59159 -0.33565 1.40005  C28 1.092
34 H 0.56820 1.42089 1.56317  C28 1.090
35 H 0.47540 0.40038 3.01211  C28 1.094
36 H -1.58649 0.62850 0.77699  C29 1.087
37 H -1.79038 1.32064 2.38713  C29 1.098
38 H -0.67878 -1.32632 3.74679  C31 1.097
39 H -2.26201 -2.09395 3.65228  C31 1.093
40 H -1.74210 0.79124 4.55948  C32 1.090
41 H -2.16778 -0.57486 5.58661  C32 1.092
42 H -3.33769 0.04462 4.40476  C32 1.092
43 C 1.25743 8.86915 -3.54597  C44 1.520, H48 1.091, H49 1.091, H50 1.092
44 C 0.60381 7.70133 -2.82562  C43 1.520, O45 1.413, H51 1.090, H52 1.097
45 O 1.44988 7.05567 -1.89570  C44 1.413, C46 1.411
46 C 1.92768 7.84109 -0.82468  O45 1.411, C47 1.520, H53 1.098, H54 1.090
47 C 0.83265 8.40981 0.06356  C46 1.520, H55 1.091, H56 1.091, H57 1.091
48 H 2.18543 8.54768 -4.02045  C43 1.091
49 H 0.58511 9.24872 -4.31703  C43 1.091
50 H 1.48615 9.69537 -2.87013  C43 1.092
51 H 0.34348 6.92348 -3.54311  C44 1.090
52 H -0.32938 8.02157 -2.34628  C44 1.097
53 H 2.57625 8.64744 -1.19078  C46 1.098
54 H 2.55655 7.16456 -0.24548  C46 1.090
55 H 0.21237 9.13671 -0.46324  C47 1.091
56 H 1.27813 8.91529 0.92217  C47 1.091
57 H 0.18635 7.60987 0.42667  C47 1.091
58 C 3.11462 -2.22308 6.81850  C59 1.519, H63 1.091, H64 1.092, H65 1.091
59 C 1.81837 -1.82294 6.13405  C58 1.519, O60 1.412, H66 1.091, H67 1.097
60 O 1.96211 -0.84427 5.12634  C59 1.412, C61 1.420
61 C 2.79260 -1.19858 4.03043  O60 1.420, C62 1.519, H68 1.096, H69 1.090
62 C 2.33338 -2.43885 3.28357  C61 1.519, H70 1.092, H71 1.090, H72 1.091
63 H 3.61894 -1.34282 7.22025  C58 1.091
64 H 2.90175 -2.91333 7.63733  C58 1.092
65 H 3.80056 -2.72381 6.13366  C58 1.091
66 H 1.14242 -1.37842 6.86664  C59 1.091
67 H 1.31250 -2.71058 5.73389  C59 1.097
68 H 3.83578 -1.30829 4.34985  C61 1.096
69 H 2.75020 -0.33919 3.36206  C61 1.090
70 H 2.41438 -3.34209 3.89170  C62 1.092
71 H 2.95000 -2.58080 2.39544  C62 1.090
72 H 1.29583 -2.33010 2.96493  C62 1.091
73 C -0.69789 -4.08820 8.04320  C74 1.519, H78 1.091, H79 1.091, H80 1.091
74 C 0.36157 -5.10104 7.64554  C73 1.519, O75 1.418, H81 1.090, H82 1.096
75 O 1.35964 -5.30871 8.63166  C74 1.418, C76 1.415
76 C 0.90321 -5.80030 9.87807  O75 1.415, C77 1.519, H83 1.096, H84 1.090
77 C 0.21446 -7.15227 9.79773  C76 1.519, H85 1.091, H86 1.091, H87 1.091
78 H -0.22867 -3.14680 8.33334  C73 1.091
79 H -1.36678 -3.89914 7.20289  C73 1.091
80 H -1.30504 -4.43663 8.88010  C73 1.091
81 H 0.90368 -4.73878 6.77199  C74 1.090
82 H -0.10213 -6.05136 7.35745  C74 1.096
83 H 0.24756 -5.06947 10.36591  C76 1.096
84 H 1.80200 -5.87981 10.49038  C76 1.090
85 H -0.72239 -7.10387 9.24148  C77 1.091
86 H -0.01687 -7.50803 10.80279  C77 1.091
87 H 0.86233 -7.88252 9.31103  C77 1.091
88 C -6.56818 -1.95366 -4.13618  C89 1.519, H93 1.091, H94 1.091, H95 1.092
89 C -5.51296 -1.41695 -5.08777  C88 1.519, O90 1.417, H96 1.089, H97 1.097
90 O -4.37255 -2.24929 -5.21098  C89 1.417, C91 1.412
91 C -4.60459 -3.55277 -5.70068  O90 1.412, C92 1.521, H98 1.097, H99 1.091
92 C -5.20299 -3.59484 -7.09789  C91 1.521, H100 1.091, H101 1.091, H102 1.091
93 H -6.12622 -2.15415 -3.15902  C88 1.091
94 H -7.36118 -1.21553 -4.01061  C88 1.091
95 H -7.02459 -2.87614 -4.50120  C88 1.092
96 H -5.13281 -0.46912 -4.70876  C89 1.089
97 H -5.95121 -1.21404 -6.07282  C89 1.097
98 H -5.23047 -4.12544 -5.00483  C91 1.097
99 H -3.62192 -4.02560 -5.70703  C91 1.091
100 H -6.21279 -3.18286 -7.12414  C92 1.091
101 H -5.25767 -4.62793 -7.44566  C92 1.091
102 H -4.58473 -3.02549 -7.79329  C92 1.091
103 C 3.57907 -0.35849 -5.58572  C104 1.517, H108 1.090, H109 1.090, H110 1.092
104 C 4.39055 0.67302 -6.34722  C103 1.517, O105 1.421, H111 1.090, H112 1.098
105 O 5.49405 1.20301 -5.62631  C104 1.421, C106 1.411
106 C 6.44662 0.26187 -5.18217  O105 1.411, C107 1.521, H113 1.096, H114 1.091
107 C 7.11510 -0.52395 -6.30003  C106 1.521, H115 1.091, H116 1.092, H117 1.091
108 H 3.22927 0.04361 -4.63500  C103 1.090
109 H 2.70490 -0.64767 -6.16993  C103 1.090
110 H 4.15981 -1.26141 -5.38374  C103 1.092
111 H 3.76862 1.53812 -6.57599  C104 1.090
112 H 4.73112 0.25729 -7.30501  C104 1.098
113 H 6.00305 -0.42504 -4.45202  C106 1.096
114 H 7.19456 0.85142 -4.64973  C106 1.091
115 H 6.41008 -1.17335 -6.82064  C107 1.091
116 H 7.90450 -1.15514 -5.88768  C107 1.092
117 H 7.55788 0.15401 -7.03179  C107 1.091

Values from the calculation:
- net charge = -1
- HOMO-LUMO gap (Eh) = 0.22862

***

No. 2
The following is a quantum chemistry calculation of one molecule with the formula C21H23FN6O3S in a non-equilibrium geometry, from the Open Molecules 2025 dataset.

Each atom is followed by the atoms it is bonded to, with distances in Å.
Element x y z (Å)
1 C 4.19872 -0.55526 -1.41356  H2 1.088, H3 1.085, H4 1.087, C5 1.526
2 H 4.54141 0.34433 -1.92016  C1 1.088
3 H 4.25773 -0.41962 -0.33852  C1 1.085
4 H 4.86006 -1.37452 -1.68246  C1 1.087
5 C 2.78819 -0.92246 -1.86493  C1 1.526, C6 1.502, N46 1.462, H55 1.097
6 C 1.73531 0.13158 -1.67293  C5 1.502, N7 1.305, N10 1.379
7 N 0.59294 0.01625 -2.29262  C6 1.305, N8 1.340
8 N -0.21900 1.00934 -1.90401  N7 1.340, C9 1.308
9 C 0.44636 1.74103 -1.04857  N8 1.308, N10 1.364, S25 1.742
10 N 1.70007 1.24048 -0.85362  C6 1.379, C9 1.364, C11 1.443
11 C 2.66067 1.82909 0.04816  N10 1.443, C12 1.510, H23 1.091, H24 1.097
12 C 2.71254 1.12879 1.38487  C11 1.510, C13 1.389, C17 1.389
13 C 3.93429 0.86358 1.98907  C12 1.389, C14 1.384, H22 1.081
14 C 3.98420 0.22235 3.21470  C13 1.384, C15 1.384, H21 1.080
15 C 2.81364 -0.16152 3.84566  C14 1.384, C16 1.384, H20 1.079
16 C 1.59198 0.11021 3.25361  C15 1.384, C17 1.383, H19 1.079
17 C 1.54111 0.75624 2.03187  C12 1.389, C16 1.383, H18 1.080
18 H 0.58365 0.97125 1.58059  C17 1.080
19 H 0.67514 -0.17865 3.74462  C16 1.079
20 H 2.85306 -0.66703 4.79848  C15 1.079
21 H 4.94001 0.02003 3.67408  C14 1.080
22 H 4.85171 1.16552 1.50324  C13 1.081
23 H 3.64574 1.83459 -0.42108  C11 1.091
24 H 2.34761 2.86980 0.20116  C11 1.097
25 S -0.16093 3.18276 -0.28326  C9 1.742, C26 1.825
26 C -1.68879 3.41737 -1.25416  S25 1.825, C27 1.524, H44 1.089, H45 1.089
27 C -2.86144 2.63765 -0.67253  C26 1.524, O28 1.207, N29 1.361
28 O -3.77632 3.18486 -0.10600  C27 1.207
29 N -2.73511 1.29459 -0.85457  C27 1.361, C30 1.386, H43 1.035
30 C -3.59417 0.31510 -0.38317  N29 1.386, C31 1.391, C35 1.403
31 C -4.91321 0.55277 -0.00926  C30 1.391, C32 1.388, H42 1.079
32 C -5.69816 -0.50014 0.44036  C31 1.388, C33 1.389, N39 1.445
33 C -5.21340 -1.79879 0.53135  C32 1.389, C34 1.382, H38 1.078
34 C -3.90355 -2.04650 0.16741  C33 1.382, C35 1.381, H37 1.078
35 C -3.11823 -1.00008 -0.27459  C30 1.403, C34 1.381, F36 1.347
36 F -1.83375 -1.24763 -0.59530  C35 1.347
37 H -3.47943 -3.03582 0.22651  C34 1.078
38 H -5.85954 -2.58696 0.88325  C33 1.078
39 N -7.06900 -0.23871 0.81595  C32 1.445, O40 1.209, O41 1.213
40 O -7.50592 0.87260 0.62377  N39 1.209
41 O -7.69870 -1.15641 1.29720  N39 1.213
42 H -5.32456 1.54911 -0.05583  C31 1.079
43 H -1.87935 0.97144 -1.33986  N29 1.035
44 H -1.47225 3.11642 -2.27813  C26 1.089
45 H -1.90816 4.48283 -1.19606  C26 1.089
46 N 2.39005 -2.19660 -1.26861  C5 1.462, C47 1.449, C51 1.450
47 C 1.95951 -2.10485 0.11185  N46 1.449, H48 1.089, H49 1.100, H50 1.087
48 H 1.88912 -3.11453 0.51487  C47 1.089
49 H 0.97738 -1.62330 0.22596  C47 1.100
50 H 2.69219 -1.55722 0.69994  C47 1.087
51 C 1.41363 -2.91360 -2.06501  N46 1.450, H52 1.089, H53 1.089, H54 1.097
52 H 1.81619 -3.07514 -3.06348  C51 1.089
53 H 1.23642 -3.88185 -1.59975  C51 1.089
54 H 0.46111 -2.37552 -2.14922  C51 1.097
55 H 2.82124 -1.09926 -2.94729  C5 1.097

Values from the calculation:
- net charge = 0
- HOMO-LUMO gap (Eh) = 0.30987
- structure (SMILES) = C[C@H](c1nnc(SCC(=O)Nc2cc([N+](=O)[O-])ccc2F)n1Cc1ccccc1)N(C)C

***

Look up the HOMO-LUMO gap of the first one. 0.22862 Eh

***

The lowest HOMO-LUMO gap belongs to which entry? C30H76BrNO8P

***

Look up the net charge of the first one. -1

***

Look up the HOMO-LUMO gap of the second one. 0.30987 Eh